# 1
A molecular structure, C30H33BCrNO3 in a non-equilibrium geometry, computed with wB97M-V/def2-TZVPD.

The HOMO energy (alpha / beta) is -12.83 / -14.06 eV. The value obtained for the maximum force is 8.43 eV Å⁻¹. The gap between HOMO and LUMO (alpha / beta) is 5.72 / 5.61 eV.

```
! RIJCOSX wB97M-V def2-TZVPD def2/J DEFGRID3
* xyz 2 4
O -5.0319 -4.8977 2.5731
C -5.5537 -4.1044 1.8805
Cr -6.6236 -2.8401 0.9392
C -6.6910 -1.8457 2.5357
O -6.8259 -1.3816 3.6047
C -8.0722 -3.7851 1.6949
O -8.8823 -4.3715 2.3051
C -5.6199 -3.3361 -0.9222
C -5.0827 -2.1466 -0.4178
C -5.9379 -1.0837 -0.0706
C -7.3348 -1.1486 -0.3693
C -8.1877 -0.0020 -0.0677
C -8.4451 1.0371 0.5619
C -8.9073 2.2093 1.2151
C -7.9100 2.8844 2.0896
C -8.1573 4.1921 2.5610
C -7.1882 4.9054 3.2776
C -5.9400 4.3249 3.5416
C -5.6992 3.0034 3.1494
C -6.6844 2.2728 2.4674
C -7.8737 -2.4191 -0.7025
C -7.0092 -3.4860 -1.0642
H -4.9435 -4.1444 -1.1876
H -3.9998 -2.0472 -0.2446
H -5.5403 -0.1608 0.3803
H -9.4433 2.9717 0.5445
H -9.1467 4.6162 2.3687
H -7.4317 5.8912 3.6698
H -5.1743 4.8979 4.0648
H -4.7601 2.5034 3.4238
H -6.5307 1.2086 2.2506
H -8.9639 -2.5390 -0.7528
H -7.4639 -4.4370 -1.3940
C -11.1992 0.6386 -0.4000
C -12.4532 0.3230 0.3582
C -13.5082 1.3128 -0.0840
N -12.2683 0.3756 1.9245
C -13.6614 0.4085 2.4989
C -14.5471 -0.6404 2.2224
C -15.8310 -0.6620 2.8165
C -16.2236 0.3810 3.6641
C -15.3532 1.4480 3.9106
C -14.0662 1.4608 3.3178
C -11.6772 -0.9824 2.3632
C -11.8398 -1.2139 3.8556
C -10.2184 -1.1481 2.0354
B -11.3798 1.6269 2.4136
H -10.0759 1.6613 1.8793
H -11.4620 0.7491 -1.4550
H -10.7968 1.6021 -0.0944
H -10.3847 -0.0759 -0.3556
H -12.7726 -0.7110 0.1740
H -13.4828 1.3515 -1.1796
H -14.5156 0.9930 0.1964
H -13.3167 2.3282 0.2786
H -14.2406 -1.4618 1.5447
H -16.4902 -1.5121 2.5917
H -17.2088 0.3391 4.1169
H -15.6667 2.2660 4.5663
H -13.4115 2.3118 3.5149
H -12.2438 -1.7345 1.8057
H -11.3827 -2.1911 4.0873
H -11.3338 -0.4593 4.4664
H -12.9047 -1.2785 4.1195
H -9.9484 -2.1825 2.2831
H -9.9487 -0.9873 0.9967
H -9.5769 -0.4883 2.6401
H -11.8925 2.7014 2.1235
H -11.1392 1.6222 3.6166
*
```

---

# 2
A molecular structure, C4H6CaO2 in a non-equilibrium geometry, computed with wB97M-V/def2-TZVPD.

Its energy above the lowest of the compared OMol25 structures with the same formula, charge and spin is 138.1 kJ/mol. The HOMO energy (alpha / beta) is -9.77 / -12.56 eV. The value obtained for the maximum force is 4.97 eV Å⁻¹. The gap between HOMO and LUMO (alpha / beta) is 5.68 / 8.46 eV.

```
! RIJCOSX wB97M-V def2-TZVPD def2/J DEFGRID3
* xyz 1 2
C 0.3517 -1.0317 0.3299
O 0.7481 -2.1727 -0.2634
H 0.1489 -1.2004 1.3884
H 0.9426 -2.0515 -1.2006
C -1.9886 0.0540 0.3454
C -0.9555 1.0748 0.1384
H -2.9187 0.4015 -0.1363
H -0.8441 1.3210 1.2263
H -1.1609 1.9941 -0.4320
C 0.2752 0.3980 -0.3940
O 1.4244 0.1944 0.3873
Ca 3.5610 0.6268 0.0904
H 0.4158 0.3917 -1.4799
*
```

---

# 3
C4H4ClFO in the gas phase in a non-equilibrium geometry, computed with wB97M-V/def2-TZVPD.

The SMILES is CC(=O)/C=C(\F)Cl. Its energy above the lowest of the compared OMol25 structures with the same formula, charge and spin is 16.6 kJ/mol. The HOMO energy is -10.08 eV. The value obtained for the maximum force is 2.19 eV Å⁻¹. The gap between HOMO and LUMO is 10.46 eV.

```
! RIJCOSX wB97M-V def2-TZVPD def2/J DEFGRID3
* xyz 0 1
C 0.3595 -1.9999 -1.2718
C -0.8357 -0.9838 -1.2635
O -1.7932 -1.1395 -1.9858
C -0.7453 0.1828 -0.2066
C 0.3083 0.4734 0.5350
F 1.4788 -0.1530 0.5532
Cl 0.3704 1.7745 1.6488
H 1.2236 -1.4282 -1.7247
H 0.6286 -2.2067 -0.2032
H 0.0615 -2.8543 -1.9749
H -1.6958 0.7801 0.0212
*
```